--- w ---
This record from the OMol25 dataset describes a cluster of 2 separate species, C3H10N2O in total. The level of theory is wB97M-V/def2-TZVPD.

Output
HOMO energy: -0.2629 hartree
lowest unoccupied orbital energy: 0.765 eV
orbital gap: 7.92 eV

```
! wB97M-V def2-TZVPD RIJCOSX def2/J DEFGRID3
* xyz 0 1
C 0.529 -1.865 0.064
C -1.331 -0.506 0.926
C 0.163 -0.522 0.815
N 0.567 1.956 -0.739
N -0.131 1.074 -1.570
O 0.807 0.449 1.184
H -0.351 -2.189 -0.558
H 1.350 -1.573 -0.704
H 0.811 -2.464 0.841
H -1.730 -0.988 1.736
H -1.776 0.492 1.112
H -1.902 -1.001 0.226
H 0.354 2.924 -0.917
H 1.584 1.959 -0.984
H 0.518 0.330 -1.735
H 0.538 1.925 0.303
*
```

Atom charges from the Mulliken analysis, given in e for atoms 1 to 2: -1.138 -1.343

=====

--- x ---
This record from the OMol25 dataset describes the molecule C3H10N2O. The level of theory is wB97M-V/def2-TZVPD.

Output
HOMO energy: -0.3164 hartree
lowest unoccupied orbital energy: 0.933 eV
SMILES: NCCNCO
orbital gap: 9.54 eV

```
! wB97M-V def2-TZVPD RIJCOSX def2/J DEFGRID3
* xyz 0 1
C -0.195 -0.205 0.144
N 0.484 0.771 -0.661
C 1.428 0.485 -1.734
O 1.184 -0.622 -2.584
C -0.884 0.354 1.404
N -1.542 -0.636 2.218
H 0.441 -1.038 0.490
H -1.017 -0.697 -0.427
H -0.052 1.602 -0.835
H 1.290 1.350 -2.360
H 2.391 0.284 -1.226
H 1.237 -1.410 -2.043
H -0.092 0.933 1.898
H -1.595 1.064 0.934
H -0.986 -0.897 3.008
H -2.093 -1.337 1.775
*
```

Atom charges from the Mulliken analysis, given in e for atoms 1 to 2: -0.436 -0.199

=====

--- y ---
This record from the OMol25 dataset describes a cluster of 2 separate species, C3H10N2O in total. The level of theory is wB97M-V/def2-TZVPD.

Output
HOMO energy (spin up / spin down): -0.2993 / -0.3024 hartree
lowest unoccupied orbital energy (spin up / spin down): 0.660 / 0.478 eV
SMILES: C/C=[NH+]/[O-].CN
orbital gap (spin up / spin down): 8.80 / 8.71 eV

```
! wB97M-V def2-TZVPD RIJCOSX def2/J DEFGRID3
* xyz 0 1
C 3.259 0.476 -0.018
C -2.825 -1.523 0.143
C 1.983 1.079 0.282
N 0.813 0.875 -1.029
N -2.676 -0.081 0.442
O -0.361 1.323 -0.870
H 2.970 -0.632 0.137
H 3.439 0.620 -1.135
H 4.091 0.723 0.631
H -2.349 -1.809 -0.760
H -2.397 -2.022 0.960
H -3.836 -1.853 0.128
H 1.689 1.438 1.179
H 1.459 0.740 -1.846
H -1.827 0.227 0.861
H -3.432 0.417 0.893
*
```

Atom charges from the Mulliken analysis, given in e for atoms 1 to 2: -0.844 -0.721

=====

Relative calculated energies, zero for the most stable structure, unit hartree: w 0.1111; x 0.0000; y 0.1888.

=====

--- w ---
This record from the OMol25 dataset describes the ion C6H18NOSi with charge +1. The level of theory is wB97M-V/def2-TZVPD.

Output
HOMO energy: -0.4884 hartree
lowest unoccupied orbital energy: -3.230 eV
SMILES: CCC[Si@@](C)(C[NH3+])OC
orbital gap: 10.06 eV

```
! wB97M-V def2-TZVPD RIJCOSX def2/J DEFGRID3
* xyz 1 1
C 2.149 -2.439 -1.548
C 0.199 2.375 2.334
C 0.101 2.006 -1.291
C 1.306 -1.138 -1.499
C 0.674 -0.920 -0.146
C -2.031 -0.133 0.139
N -2.273 -0.874 1.402
O -0.346 1.210 1.703
Si -0.290 0.770 0.108
H 1.563 -3.088 -0.916
H 2.223 -2.787 -2.553
H 3.091 -2.376 -1.055
H -0.612 3.007 2.663
H 0.599 3.045 1.519
H 0.841 2.333 3.179
H 0.287 3.043 -1.209
H 0.973 1.597 -1.759
H -0.791 1.936 -1.827
H 1.773 -0.182 -1.679
H 0.673 -1.390 -2.278
H 1.358 -0.991 0.611
H -0.045 -1.749 0.020
H -2.069 -0.736 -0.705
H -2.813 0.564 -0.049
H -1.976 -0.094 2.062
H -1.439 -1.542 1.392
H -3.125 -1.447 1.380
*
```

Atom charges from the Mulliken analysis, given in e for atoms 1 to 2: -1.317 -0.747

=====

--- x ---
This record from the OMol25 dataset describes a structure of composition C6H18NOSi. The level of theory is wB97M-V/def2-TZVPD.

Output
HOMO energy: -0.4730 hartree
lowest unoccupied orbital energy: -3.378 eV
orbital gap: 9.49 eV

```
! wB97M-V def2-TZVPD RIJCOSX def2/J DEFGRID3
* xyz 1 1
C 0.373 -0.534 -2.467
C 0.271 -2.926 0.890
C 2.098 0.264 1.071
C -0.872 0.617 2.430
C -0.096 0.812 -2.185
C -0.923 0.765 -0.876
N -1.307 2.055 -0.277
O -0.174 -1.698 1.203
Si 0.237 -0.161 1.092
H -0.394 -1.188 -2.390
H 0.821 -0.484 -3.493
H 1.001 -0.971 -1.685
H 1.321 -2.931 0.682
H -0.273 -3.354 0.057
H 0.007 -3.572 1.795
H 2.441 -0.136 0.093
H 2.260 1.319 0.787
H 2.853 -0.046 1.811
H -0.993 0.068 3.294
H -0.686 1.606 2.634
H -1.963 0.512 1.945
H 0.694 1.597 -2.038
H -0.702 1.297 -2.884
H -1.902 0.085 -0.887
H -1.785 1.770 0.504
H -0.369 2.677 -0.254
H -1.939 2.559 -0.852
*
```

Atom charges from the Mulliken analysis, given in e for atoms 1 to 2: -1.211 -0.636

=====

Relative calculated energies, zero for the most stable structure, unit hartree: w 0.0000; x 0.0391.

=====

--- w ---
This record from the OMol25 dataset describes the molecule C5H6OS. The level of theory is wB97M-V/def2-TZVPD.

Output
HOMO energy: -0.3468 hartree
lowest unoccupied orbital energy: 0.800 eV
SMILES: O=C1C[C@@H]2C[C@@H]2S1
orbital gap: 10.24 eV

```
! wB97M-V def2-TZVPD RIJCOSX def2/J DEFGRID3
* xyz 0 1
C 1.751 -0.149 0.069
C 0.728 0.955 -0.136
C -0.682 0.411 -0.378
C -1.316 -0.311 0.748
C -0.668 -1.064 -0.348
H 0.834 1.717 0.625
H 1.092 1.480 -1.033
H -1.307 0.955 -1.056
H -0.783 -0.382 1.680
H -2.407 -0.313 0.805
H -1.191 -1.557 -1.145
O 2.936 0.019 0.213
S 1.012 -1.761 -0.043
*
```

Atom charges from the Mulliken analysis, given in e for atoms 1 to 2: 0.365 -0.564

=====

--- x ---
This record from the OMol25 dataset describes the molecule C5H6OS. The level of theory is wB97M-V/def2-TZVPD.

Output
HOMO energy: -0.3091 hartree
lowest unoccupied orbital energy: -0.130 eV
SMILES: C=C/C=C/OC=S
orbital gap: 8.28 eV

```
! wB97M-V def2-TZVPD RIJCOSX def2/J DEFGRID3
* xyz 0 1
C 1.559 2.258 -2.624
C 1.121 1.924 -1.413
C 0.209 0.681 -1.418
C -0.052 0.047 -0.224
C -1.069 -1.530 0.984
H 1.434 1.460 -3.611
H 1.815 3.307 -2.544
H 1.266 2.438 -0.477
H 0.088 0.022 -2.312
H 0.024 0.576 0.787
H -1.653 -2.334 0.740
O -0.830 -0.950 -0.197
S -0.433 -1.134 2.323
*
```

Atom charges from the Mulliken analysis, given in e for atoms 1 to 2: -0.665 -0.034

=====

Relative calculated energies, zero for the most stable structure, unit hartree: w 0.0000; x 0.1219.

=====

--- w ---
This record from the OMol25 dataset describes the molecule C5H6OS. The level of theory is wB97M-V/def2-TZVPD.

Output
HOMO energy: -0.3248 hartree
lowest unoccupied orbital energy: 0.871 eV
SMILES: C#C[C@H]1CSCO1
orbital gap: 9.71 eV

```
! wB97M-V def2-TZVPD RIJCOSX def2/J DEFGRID3
* xyz 0 1
C -2.655 0.251 0.864
C -1.703 0.099 0.151
C 0.504 1.162 -0.237
C 1.594 -1.311 0.204
C -0.395 -0.134 -0.503
O 0.193 -1.293 0.034
S 1.997 0.489 0.473
H -3.424 0.679 1.465
H 0.669 1.533 -1.307
H 0.077 1.851 0.593
H 1.774 -1.798 1.163
H 2.192 -1.936 -0.570
H -0.504 -0.220 -1.562
*
```

Atom charges from the Mulliken analysis, given in e for atoms 1 to 2: 0.110 -0.927

=====

--- x ---
This record from the OMol25 dataset describes the molecule C5H6OS. The level of theory is wB97M-V/def2-TZVPD.

Output
HOMO energy (spin up / spin down): -0.2810 / -0.2987 hartree
lowest unoccupied orbital energy (spin up / spin down): -0.228 / -0.194 eV
orbital gap (spin up / spin down): 7.42 / 7.93 eV

```
! wB97M-V def2-TZVPD RIJCOSX def2/J DEFGRID3
* xyz 0 1
C -0.918 2.054 -1.147
C -0.702 0.966 -0.731
C 0.614 -1.195 -0.623
C 1.285 0.319 1.228
C -0.528 -0.302 -0.276
O -1.677 -1.078 0.067
S 2.035 -0.194 -0.264
H -0.966 3.150 -1.242
H 0.496 -2.015 0.011
H 0.632 -1.475 -1.717
H 1.362 1.405 1.351
H 1.401 -0.190 2.256
H -2.443 -0.558 -0.173
*
```

Atom charges from the Mulliken analysis, given in e for atoms 1 to 2: 0.261 -0.655

=====

Relative calculated energies, zero for the most stable structure, unit hartree: w 0.0000; x 0.0830.